Entry 1:
Entry from OMol25: a structure of composition C21H17Br2CsF18N3O6 at a distorted geometry (ωB97M-V/def2-TZVPD).

Atoms and positions in Å:
C: -2.832024 0.651489 -0.304763
N: -2.840611 -0.753231 0.059086
C: -1.551999 -1.425719 0.020898
C: -0.674146 -1.365770 1.302003
C: 0.293531 -0.167860 1.241616
C: 1.714307 -0.521993 0.755869
C: 2.234930 0.363098 -0.344676
F: 3.553177 0.176126 -0.422858
F: 2.035565 1.674355 -0.063120
C: 1.600071 0.129395 -1.735721
F: 0.442143 0.826337 -1.768986
F: 1.334047 -1.154199 -1.869334
C: 2.540579 0.505767 -2.940685
F: 3.315082 -0.553367 -3.110342
F: 3.330938 1.540307 -2.681917
C: 1.809872 0.702573 -4.330918
F: 2.642432 0.246842 -5.258967
F: 0.710712 -0.031428 -4.395408
C: 1.557436 2.180441 -4.755478
F: 2.659808 2.728720 -5.158259
F: 1.163149 2.951621 -3.597571
C: 0.432521 2.390548 -5.828052
F: 0.374119 3.701758 -6.065249
F: -0.767308 2.049506 -5.373821
C: 0.672922 1.664824 -7.177082
F: 1.952325 1.631584 -7.499332
F: 0.170365 0.443831 -7.076881
C: -0.092538 2.367958 -8.352926
F: 0.570176 3.433248 -8.759573
F: -1.324663 2.680192 -8.012696
F: -0.110298 1.502557 -9.355964
O: -0.026020 -2.649126 1.300938
C: -0.116294 -3.298659 2.482534
O: 0.134596 -4.465460 2.641548
C: -0.601273 -2.256360 3.555650
O: -1.408825 -2.990881 4.453766
N: -0.627672 -3.613828 5.503311
O: -0.958746 -4.697492 5.673499
C: 0.743043 -1.712919 4.069631
O: 1.740775 -1.827776 3.385959
N: 0.818103 -1.097870 5.328039
C: 2.158884 -1.152563 5.820949
O: 2.569271 -2.015560 6.576442
F: 2.912807 -0.153097 5.418557
C: -1.449141 -1.415365 2.620183
C: -2.176832 -0.145771 3.112396
Br: -4.016780 -0.623294 3.568612
C: -1.438938 0.640458 4.207767
C: -1.976280 0.437599 5.609828
Br: -1.736615 2.559656 3.786575
H: -3.859529 0.991704 -0.360649
H: -2.424606 0.738319 -1.307774
H: -2.297815 1.316257 0.383707
H: -3.343773 -0.920665 0.916724
H: -1.715849 -2.475830 -0.195068
H: -0.986183 -1.014893 -0.803469
H: 0.350941 0.283630 2.222277
H: -0.098358 0.610909 0.605323
H: 1.848092 -1.563157 0.502090
H: 2.393499 -0.325572 1.574457
H: 0.204698 -1.544564 6.000177
H: -2.269983 -2.092938 2.389200
H: -2.267358 0.512119 2.267334
H: -0.370936 0.524277 4.164084
H: -1.325901 0.880997 6.348806
H: -2.197777 -0.603411 5.818086
H: -2.914246 0.966918 5.688050
Cs: -0.185601 3.624704 -2.468425

Forces on the atoms, in the same order (eV/Å):
C -0.4 -0.3 0.2
N 0.5 0.2 -0.3
C -0.7 0.0 0.6
C -0.1 0.4 -0.4
C 0.6 -0.6 0.0
C -0.3 0.6 0.4
C -0.3 -0.4 0.3
F 0.8 -0.1 -0.4
F -0.1 0.7 0.1
C 1.3 0.3 0.1
F -0.6 0.3 -0.5
F -0.6 -0.8 -0.2
C -0.7 -0.7 0.0
F 0.5 -0.6 -0.1
F -0.1 1.0 0.1
C 0.9 0.4 0.3
F 0.4 -0.2 -0.5
F -0.9 -0.1 0.3
C -0.4 -0.6 -0.2
F 0.8 0.4 -0.4
F 10.5 -6.1 -9.6
C 0.6 0.0 -0.3
F 0.4 1.0 0.1
F -0.5 -0.5 0.9
C -1.0 0.7 -0.5
F 0.7 -0.1 0.0
F 0.1 -0.8 0.2
C 0.8 -0.6 -0.3
F 0.0 0.6 0.1
F -0.5 0.2 0.2
F -0.2 -0.2 -0.2
O 0.5 -0.4 -0.1
C 0.7 -0.9 0.0
O -0.4 1.8 -0.1
C 0.5 -1.6 -0.7
O -0.5 0.8 -0.1
N 0.8 -0.5 0.1
O -0.4 0.1 0.3
C 0.7 0.4 0.3
O -0.7 0.2 0.3
N 0.5 -0.6 -0.3
C 1.1 -2.4 2.5
O -1.2 2.4 -1.9
F -0.3 0.0 -0.2
C -1.4 0.1 0.2
C 1.0 -0.2 0.0
Br 0.1 0.3 0.0
C -1.3 0.7 0.1
C 0.0 0.2 -0.1
Br 0.3 0.0 0.0
H -0.2 0.2 0.0
H 0.2 0.1 -0.2
H 0.2 0.2 0.0
H -0.2 -0.1 0.0
H 0.0 -0.2 0.0
H 0.1 0.0 -0.3
H 0.3 0.2 0.2
H -0.5 0.1 -0.2
H -0.1 -0.2 -0.2
H 0.3 -0.1 0.2
H -0.1 0.1 0.1
H -0.1 -0.3 0.1
H -0.2 0.1 -0.3
H 0.2 -0.1 -0.2
H 0.4 -0.1 0.2
H 0.2 -0.3 0.1
H -0.3 0.0 0.1
Cs -11.6 6.3 10.1

Properties
Total charge: +1
Gap between HOMO and LUMO (eV): 8.520

---

Entry 2:
Entry from OMol25: a structure of composition C21H17BrN3O7Tc at a distorted geometry (ωB97M-V/def2-TZVPD).

Atoms and positions in Å:
Tc: -0.631562 -0.371364 -0.120918
O: -2.319062 -0.453286 1.225159
C: -2.999407 0.729134 1.703009
C: -2.285395 1.361707 2.880676
C: -0.791382 1.597792 2.644121
C: -0.485151 2.418637 1.426467
C: -0.384565 3.800815 1.527734
C: -0.079567 4.559643 0.413572
C: 0.132458 3.908947 -0.791664
C: 0.010157 2.536542 -0.831162
N: -0.308377 1.792873 0.246262
H: -2.241811 -1.120842 1.923995
H: -4.022269 0.452072 1.958406
H: -3.033699 1.394501 0.840764
H: -2.405786 0.733233 3.766727
H: -2.789480 2.304744 3.106324
H: -0.274264 0.641520 2.560890
H: -0.377413 2.101951 3.517524
H: -0.533197 4.266722 2.492271
H: 0.004718 5.635391 0.485686
H: 0.398758 4.445821 -1.690261
H: 0.187610 1.984362 -1.744344
Br: -0.369959 -2.090483 3.222393
C: 1.177726 -1.734445 2.196774
C: 2.379676 -2.214795 2.696822
C: 3.530615 -2.003477 1.962876
C: 3.435708 -1.351431 0.743117
C: 2.196445 -0.925206 0.317684
N: 1.067366 -1.080740 1.047735
C: 2.044763 -0.305436 -1.053182
O: 3.004131 0.004897 -1.704940
O: 0.793087 -0.188038 -1.442515
H: 2.394425 -2.744775 3.637154
H: 4.482675 -2.359922 2.331337
H: 4.285936 -1.175619 0.100414
O: -4.716284 -0.135728 -5.741584
C: -5.187820 -0.479872 -4.696588
O: -6.208058 -0.899400 -4.145778
C: -4.141172 -0.372796 -3.450327
C: -3.717420 0.883537 -3.067827
C: -2.729649 0.942139 -2.102231
N: -2.199794 -0.155650 -1.557032
C: -2.643957 -1.362212 -1.936494
C: -3.642095 -1.522238 -2.882820
C: -2.024649 -2.574432 -1.258301
O: -2.454062 -3.675516 -1.472045
O: -1.053323 -2.274979 -0.432253
H: -4.116289 1.785798 -3.507262
H: -2.345609 1.893432 -1.758260
H: -3.981450 -2.518573 -3.129783

Forces on the atoms, in the same order (eV/Å):
Tc -0.1 0.1 0.0
O -0.1 0.0 0.1
C 0.0 0.0 0.0
C -0.1 0.0 0.0
C 0.1 0.0 0.0
C 0.0 0.1 0.0
C 0.0 0.0 0.0
C 0.0 0.0 0.0
C 0.0 0.0 0.0
C 0.0 0.0 0.0
N 0.0 -0.1 0.1
H 0.0 0.0 0.0
H 0.0 0.0 0.0
H 0.0 0.0 0.0
H 0.0 0.0 0.0
H 0.0 0.0 0.0
H 0.0 0.0 0.0
H 0.0 0.0 0.0
H 0.0 0.0 0.0
H 0.0 0.0 0.0
H 0.0 0.0 0.0
H 0.0 0.0 0.0
Br 0.0 0.0 0.0
C 0.1 -0.1 0.1
C -0.1 0.0 0.0
C 0.0 0.0 0.0
C -0.1 0.0 0.0
C 0.1 0.0 0.1
N 0.1 0.2 -0.2
C 0.2 -0.1 -0.1
O -0.1 0.0 0.1
O -0.1 0.0 0.0
H 0.0 0.0 0.0
H 0.0 0.0 0.0
H 0.0 0.0 0.0
O -0.3 -0.1 0.0
C 0.9 0.3 -0.2
O -0.4 -0.1 0.2
C -0.3 -0.2 0.0
C 0.1 0.0 0.1
C -0.1 0.1 -0.1
N 0.2 -0.1 0.1
C -0.1 -0.1 -0.1
C 0.1 0.1 0.1
C -0.2 -0.1 0.1
O 0.0 0.1 -0.1
O 0.1 -0.1 0.0
H 0.0 0.0 0.0
H 0.0 0.0 0.0
H 0.0 0.0 0.0

Properties
2S+1: 4
Total charge: +1
<S²>: 3.77
Gap between HOMO and LUMO (alpha / beta) (eV): 8.849 / 5.596

---

Entry 3:
Entry from OMol25: a structure of composition C21H17Cl2N8O3RhSbSe4 (ωB97M-V/def2-TZVPD).

Atoms and positions in Å:
Rh: 0.798840 -0.344574 -0.486200
N: 3.889067 -1.726176 -0.941763
C: 3.922980 -0.381844 -0.796773
N: 5.136119 0.175309 -0.785820
C: 5.114310 1.519640 -0.690907
N: 6.346428 2.122425 -0.687922
N: 4.060193 2.300917 -0.641814
C: 2.864900 1.662790 -0.661798
N: 2.767655 0.278547 -0.697275
C: 1.657971 2.377809 -0.683875
C: 1.587620 3.794004 -0.746992
C: 0.378097 4.410117 -0.848392
C: -0.800377 3.631610 -0.893389
C: -0.677711 2.268308 -0.812765
N: 0.499571 1.638217 -0.689882
H: 4.768394 -2.206226 -0.955323
H: 3.019030 -2.223263 -0.936115
H: 7.117406 1.530522 -0.434008
H: 6.359599 3.071000 -0.356716
H: 2.518981 4.340833 -0.728956
H: 0.318827 5.489300 -0.907122
H: -1.784451 4.065981 -0.993317
H: -1.561245 1.646983 -0.855847
Cl: 1.605923 -4.869133 5.442492
C: 1.423189 -3.563047 4.302560
C: 1.387222 -2.237317 4.793990
C: 1.247388 -1.192584 3.940824
Cl: 1.196262 0.425580 4.550008
C: 1.128837 -1.350675 2.498050
O: 0.980425 -0.341262 1.773417
C: 1.183163 -2.717650 2.048488
C: 1.152164 -3.113677 0.685288
O: 1.108918 -2.427280 -0.354728
C: 1.321172 -3.793565 2.972397
H: 1.470360 -2.055735 5.856874
H: 1.199033 -4.201058 0.533608
H: 1.353279 -4.808036 2.595184
N: -6.124529 -1.040196 -1.289255
C: -5.442014 -1.321526 -0.156093
O: -5.937568 -1.766253 0.862054
C: -3.952469 -1.095812 -0.241976
C: -3.237807 -1.437475 -1.379908
C: -1.860251 -1.264197 -1.373386
N: -1.222898 -0.752883 -0.326869
C: -1.915929 -0.402004 0.766989
C: -3.275752 -0.582102 0.855866
H: -7.128944 -1.067223 -1.224852
H: -5.755638 -0.371154 -1.954180
H: -3.740791 -1.807276 -2.261949
H: -1.261168 -1.535202 -2.232263
H: -1.329113 0.035563 1.564499
H: -3.809748 -0.310777 1.755160
Se: -6.277190 1.560215 -3.974422
Sb: -3.978801 2.366439 -3.482045
Se: -2.225165 0.848438 -4.169282
Se: -4.639021 2.759170 -1.199675
Se: -2.944770 3.987439 -4.943883

Forces on the atoms, in the same order (eV/Å):
Rh 0.2 0.0 0.0
N 0.1 0.1 0.1
C 0.0 -0.1 0.0
N -0.2 0.1 0.0
C 0.1 0.0 0.0
N 0.0 0.0 0.0
N 0.0 0.0 0.0
C 0.1 0.0 0.0
N -0.1 0.1 0.0
C 0.0 0.2 0.0
C 0.1 -0.1 0.0
C -0.1 0.0 0.0
C 0.1 0.0 0.0
C -0.1 0.0 0.0
N -0.1 -0.1 0.0
H 0.0 0.0 0.0
H -0.1 0.0 0.0
H 0.0 0.0 0.0
H 0.0 0.0 0.0
H 0.0 0.0 0.0
H 0.0 0.0 0.0
H 0.0 0.0 0.0
H 0.0 0.0 0.0
Cl 0.0 0.0 0.0
C 0.0 0.1 0.0
C 0.0 0.0 0.0
C 0.0 0.1 -0.1
Cl 0.0 0.0 0.0
C 0.0 0.0 0.2
O 0.0 0.0 0.0
C 0.0 -0.2 -0.1
C 0.0 0.2 0.0
O -0.1 -0.1 0.1
C 0.0 0.1 0.0
H 0.0 0.0 0.0
H 0.0 0.0 0.0
H 0.0 0.0 0.0
N -0.1 0.1 -0.1
C 0.2 0.1 0.1
O -0.1 0.0 0.0
C -0.1 -0.1 -0.2
C 0.1 0.2 0.2
C -0.4 -0.2 -0.1
N 0.2 0.1 0.0
C 0.1 0.0 0.0
C -0.1 0.0 0.0
H 0.0 0.0 0.0
H 0.0 0.0 0.0
H 0.1 -0.1 0.0
H 0.0 0.1 0.0
H 0.0 0.0 0.0
H 0.0 0.0 0.0
Se 0.1 0.1 0.2
Sb -0.3 -0.2 -0.2
Se 0.2 -0.1 0.0
Se -0.1 -0.1 0.1
Se 0.1 0.2 -0.1

Properties
2S+1: 5
Total charge: -1
<S²>: 6.04
Gap between HOMO and LUMO (alpha / beta) (eV): 4.717 / 5.865

---

Entry 4:
Entry from OMol25: an isolated molecule of C21H17Cl3N4 at a distorted geometry (ωB97M-V/def2-TZVPD).

Atoms and positions in Å:
Cl: 3.049814 -5.177472 -0.172947
C: 2.053964 -3.963640 0.606544
C: 0.982627 -4.277475 1.425788
C: 0.223476 -3.281402 2.034183
C: 0.486192 -1.936796 1.756515
C: -0.324606 -0.889313 2.364429
N: -0.859197 -1.066038 3.621904
C: -1.520880 0.056451 3.848314
N: -2.208107 0.370101 4.989210
C: -2.818669 1.542388 4.978897
C: -2.656142 2.529421 3.884490
C: -1.891656 2.219434 2.782720
N: -1.405038 0.912889 2.780982
C: -0.716506 0.306707 1.790743
C: -0.488532 0.952449 0.455397
N: -0.632199 -0.057034 -0.592419
C: 0.075691 0.114218 -1.889945
C: -0.421391 -1.005322 -2.822176
C: 0.531913 -1.204677 -4.000386
C: 1.480483 -2.269879 -3.998284
C: 2.291022 -2.502334 -5.092587
C: 2.173635 -1.711930 -6.249882
Cl: 3.168025 -2.203581 -7.584236
C: 1.295161 -0.622762 -6.233539
Cl: 1.132855 0.429380 -7.643661
C: 0.469145 -0.396786 -5.124732
C: 1.600884 -1.613594 0.954454
C: 2.365522 -2.620059 0.381537
H: 0.792144 -5.343733 1.618780
H: -0.554046 -3.594397 2.698306
H: -3.391438 1.898884 5.848884
H: -3.093571 3.553466 3.932084
H: -1.719293 2.915121 1.962447
H: -1.239283 1.718380 0.243842
H: 0.508789 1.439035 0.426718
H: -0.543505 -0.988062 -0.192790
H: 1.128448 -0.082533 -1.748104
H: -0.063594 1.090640 -2.345541
H: -1.432788 -0.713690 -3.161545
H: -0.485320 -1.932457 -2.224112
H: 1.588619 -2.928975 -3.142491
H: 2.998743 -3.320216 -5.078415
H: -0.236647 0.425825 -5.215003
H: 1.872725 -0.588033 0.812176
H: 3.237226 -2.400071 -0.211207

Forces on the atoms, in the same order (eV/Å):
Cl -0.4 0.2 0.3
C -0.1 0.9 -0.2
C 0.3 -1.1 0.1
C 0.7 -0.1 -0.8
C 0.7 -0.5 0.0
C -0.5 -0.3 0.0
N 0.0 0.7 -0.6
C 0.1 -0.7 1.2
N -0.9 1.4 -0.6
C 1.0 0.7 -1.0
C 0.2 0.0 -0.1
C -1.3 -0.8 2.0
N -0.8 2.5 -0.8
C 1.0 -0.4 -0.1
C 0.4 -0.5 -0.6
N -0.3 0.4 -0.5
C -0.5 -1.5 1.3
C 0.1 0.5 -0.3
C 0.1 -1.0 0.2
C -0.5 0.8 0.0
C -0.5 0.4 -0.2
C 0.0 -0.1 0.7
Cl -0.3 0.5 -0.1
C 0.2 -0.3 -0.6
Cl 0.1 -0.5 0.7
C 0.2 0.1 -0.4
C -0.5 -1.0 0.3
C 0.0 -0.3 0.1
H -0.1 0.6 0.0
H -0.4 0.2 0.3
H 0.3 -0.6 -0.3
H 0.3 -1.1 0.2
H 0.2 -0.5 0.2
H 0.1 0.2 0.3
H -0.2 -0.1 0.0
H 0.2 0.3 -0.6
H 0.8 0.4 0.0
H -0.2 0.2 0.2
H 0.4 -0.4 0.0
H 0.0 0.3 -0.4
H -0.2 0.1 0.0
H 0.0 0.0 -0.1
H 0.0 -0.2 0.2
H 0.1 0.4 -0.1
H 0.1 0.2 -0.1

Properties
Total charge: 0
Gap between HOMO and LUMO (eV): 8.234

---

Entry 5:
Entry from OMol25: an isolated molecule of C21H17ClN4O3 at a distorted geometry (ωB97M-V/def2-TZVPD).

Atoms and positions in Å:
C: -0.241388 1.053759 -2.179854
C: -1.283162 0.927017 -1.129662
C: -1.551431 1.737370 -0.066039
N: -0.886966 2.885615 0.366860
C: 0.421656 3.072419 0.654325
O: 0.845143 4.158470 1.005922
C: 1.345204 1.915606 0.536014
C: 2.755945 2.034238 0.490352
C: 3.199664 0.734718 0.484997
C: 4.526903 0.155287 0.443746
C: 4.688319 -1.230999 0.477610
C: 5.948732 -1.791673 0.438793
C: 7.061151 -0.965744 0.365301
Cl: 8.638960 -1.661704 0.315430
C: 6.919403 0.414520 0.331937
C: 5.657044 0.970923 0.371193
O: 2.125376 -0.081324 0.528176
N: 0.995193 0.651189 0.561075
C: -2.747162 1.248299 0.596291
O: -3.353713 1.686929 1.553899
N: -3.102453 0.116320 -0.134479
C: -3.952410 -0.894838 0.336179
C: -5.195975 -0.543811 0.851204
C: -6.037581 -1.528604 1.334071
C: -5.657285 -2.859870 1.292708
C: -4.415043 -3.205538 0.787551
C: -3.555700 -2.229585 0.317925
N: -2.160399 -0.125409 -1.129265
C: -2.576280 -0.795673 -2.336737
H: 0.472145 0.233741 -2.111478
H: 0.290553 1.992402 -2.053042
H: -0.690996 1.035695 -3.171987
H: -1.494718 3.633846 0.683042
H: 3.309774 2.947326 0.474377
H: 3.815742 -1.862697 0.537404
H: 6.073355 -2.862638 0.466047
H: 7.793461 1.043934 0.276963
H: 5.545653 2.042999 0.346890
H: -5.478715 0.494970 0.888313
H: -6.999652 -1.254076 1.739234
H: -6.322159 -3.625705 1.662379
H: -4.105496 -4.240056 0.770665
H: -2.571729 -2.494201 -0.039628
H: -2.969527 -0.092133 -3.078415
H: -1.724663 -1.325445 -2.761391
H: -3.354751 -1.515866 -2.094903

Forces on the atoms, in the same order (eV/Å):
C -0.2 0.0 0.0
C -0.3 0.3 0.4
C -0.2 -0.5 -0.6
N -0.5 0.2 0.1
C -0.3 0.3 0.1
O 0.2 -0.2 0.0
C 0.8 -0.7 0.1
C 0.1 -0.8 0.0
C -0.5 1.3 0.0
C 0.3 -0.4 0.0
C -0.1 0.3 0.0
C 0.2 0.0 0.0
C -0.3 0.1 0.0
Cl 0.2 -0.1 0.0
C 0.1 -0.1 0.0
C -0.2 -0.2 0.0
O 0.8 -0.2 0.0
N -1.0 0.4 0.1
C 0.2 0.1 -0.3
O 0.0 0.1 0.3
N -0.1 0.4 -0.2
C -0.2 -0.4 0.2
C 0.1 0.1 -0.1
C 0.0 0.0 0.0
C 0.0 -0.1 0.0
C -0.1 -0.1 0.0
C 0.1 0.2 0.0
N 0.5 -0.3 0.4
C -0.2 0.1 -0.3
H 0.1 0.0 0.0
H 0.0 0.0 0.0
H 0.0 0.0 -0.1
H 0.2 0.0 -0.1
H 0.2 0.2 0.0
H 0.0 -0.1 0.0
H 0.0 -0.1 0.0
H 0.1 0.0 0.0
H 0.0 0.1 0.0
H 0.0 0.1 0.0
H -0.1 0.0 0.0
H -0.1 -0.1 0.0
H 0.0 -0.1 0.0
H 0.1 0.0 0.0
H 0.0 0.0 0.0
H 0.0 0.0 0.0
H 0.1 0.0 0.0

Properties
Total charge: 0
Gap between HOMO and LUMO (eV): 7.954

---

Which of these has the lowest total charge?
C21H17Cl2N8O3RhSbSe4

---

Which value of total charge does entry 4 give?
0